(1)
Formula: C5H11NO
Source: OMol25
Level of theory: ωB97M-V with the def2-TZVPD basis set

Summary:
**Energy relative to the best compared isomer or geometry (same formula, charge and spin)**: 1.262 eV
**SMILES**: CCCCC(N)=O
**F_max**: 0.07473 hartree/bohr

The geometry in ORCA input format:
```
! wB97M-V def2-TZVPD RIJCOSX def2/J DEFGRID3
* xyz 0 1
C 0.73440 2.03762 -0.09109
C -0.78194 1.68534 -0.21947
C -0.88022 0.18802 0.40602
C -0.42148 -0.91348 -0.65944
C -0.17820 -2.22747 0.10961
N 1.07793 -2.13612 0.75313
O -0.86577 -3.20923 0.16822
H 1.18200 2.32999 0.87099
H 1.26336 1.08949 -0.30381
H 1.01303 2.79952 -0.85536
H -0.97670 1.74026 -1.28304
H -1.45760 2.40937 0.33223
H -1.98061 0.08134 0.51541
H -0.12210 0.11577 1.18540
H 0.59053 -0.66482 -1.03876
H -1.16355 -1.07984 -1.46363
H 1.52386 -3.04106 0.79218
H 1.44305 -1.20472 0.78140
*
```

These are the Löwdin partial charges, in e, on atoms 1 to 5: number 1, C, carries -0.14; number 2, C, carries -0.22; number 3, C, carries -0.16; number 4, C, carries -0.12; number 5, C, carries -0.54

(2)
Formula: C5H11NO
Source: OMol25
Level of theory: ωB97M-V with the def2-TZVPD basis set

Summary:
**Energy relative to the best compared isomer or geometry (same formula, charge and spin)**: 1.923 eV
**SMILES**: C[C@@H](C=O)N(C)C
**F_max**: 0.03919 hartree/bohr

The geometry in ORCA input format:
```
! wB97M-V def2-TZVPD RIJCOSX def2/J DEFGRID3
* xyz 0 1
C 1.68162 -0.24883 -0.95592
C 0.34230 0.32835 -0.37888
C -0.76556 -0.41003 -1.13574
O -1.11401 -0.03362 -2.23110
N 0.16527 0.30312 1.04986
C 0.33784 -0.97195 1.69564
C -0.84810 1.21835 1.52226
H 1.64008 0.13398 -1.96682
H 1.64201 -1.33236 -0.87322
H 2.49210 0.17364 -0.36887
H 0.27583 1.32137 -0.82054
H -1.22248 -1.34667 -0.76595
H -0.40325 -1.74398 1.44880
H 1.33976 -1.37790 1.56532
H 0.22781 -0.78305 2.76614
H -0.89766 1.11337 2.57952
H -1.86633 1.07498 1.13256
H -0.52959 2.23491 1.28999
*
```

These are the Löwdin partial charges, in e, on atoms 1 to 5: number 1, C, carries -0.03; number 2, C, carries -0.36; number 3, C, carries -0.23; number 4, O, carries 0.05; number 5, N, carries -0.25

(3)
Formula: C5H11NO
Source: OMol25
Level of theory: ωB97M-V with the def2-TZVPD basis set

Summary:
**Energy relative to the best compared isomer or geometry (same formula, charge and spin)**: 0.961 eV
**SMILES**: CNC(=O)C(C)C
**F_max**: 0.02292 hartree/bohr

The geometry in ORCA input format:
```
! wB97M-V def2-TZVPD RIJCOSX def2/J DEFGRID3
* xyz 0 1
C -1.29402 2.47504 0.60749
N -0.49243 1.63953 -0.27179
C -0.30113 0.36024 0.16596
O -0.87734 0.01823 1.18898
C 0.74186 -0.59692 -0.41311
C 1.13919 -1.41829 0.91911
C 0.24855 -1.64992 -1.42396
H -2.37065 2.34383 0.45296
H -1.01688 3.52317 0.49058
H -1.07763 2.15202 1.62810
H -0.32011 1.92624 -1.22208
H 1.51567 0.00275 -0.95436
H 0.29488 -1.68701 1.58800
H 1.81372 -0.86550 1.58381
H 1.56803 -2.36952 0.61540
H 1.03675 -2.40939 -1.50071
H -0.63940 -2.12326 -1.00380
H 0.03091 -1.32124 -2.45058
*
```

These are the Löwdin partial charges, in e, on atoms 1 to 5: number 1, C, carries -0.08; number 2, N, carries 0.01; number 3, C, carries -0.48; number 4, O, carries 0.01; number 5, C, carries -0.28

(4)
Formula: C5H11NO
Source: OMol25
Level of theory: ωB97M-V with the def2-TZVPD basis set

Summary:
**Energy relative to the best compared isomer or geometry (same formula, charge and spin)**: 0.434 eV
**SMILES**: CC(C)N(C)C=O
**F_max**: 0.00749 hartree/bohr

The geometry in ORCA input format:
```
! wB97M-V def2-TZVPD RIJCOSX def2/J DEFGRID3
* xyz 0 1
C 1.47251 0.90012 -0.55101
C 0.68846 -0.33768 -0.12239
C 0.89290 -0.67532 1.35342
N -0.73620 -0.20201 -0.43579
C -1.43736 1.02457 -0.11788
C -1.42316 -1.32513 -0.77226
O -0.93834 -2.43236 -0.91904
H 1.21171 1.77704 0.05298
H 2.54242 0.71495 -0.41676
H 1.29932 1.14267 -1.60571
H 1.02009 -1.19166 -0.71952
H 0.34593 -1.58510 1.62539
H 1.95448 -0.84798 1.55417
H 0.55751 0.14287 2.00300
H -1.32877 1.29195 0.94101
H -1.07688 1.86322 -0.72233
H -2.50469 0.89866 -0.32322
H -2.50069 -1.12018 -0.90915
*
```

These are the Löwdin partial charges, in e, on atoms 1 to 5: number 1, C, carries -0.06; number 2, C, carries -0.40; number 3, C, carries -0.05; number 4, N, carries -0.13; number 5, C, carries -0.06

(5)
Formula: C5H11NO
Source: OMol25
Level of theory: ωB97M-V with the def2-TZVPD basis set

Summary:
**Energy relative to the best compared isomer or geometry (same formula, charge and spin)**: 2.003 eV
**SMILES**: CCN1C[C@H]1CO
**F_max**: 0.00738 hartree/bohr

The geometry in ORCA input format:
```
! wB97M-V def2-TZVPD RIJCOSX def2/J DEFGRID3
* xyz 0 1
C 2.05995 1.10004 0.05450
C 1.08188 0.45623 1.02564
N -0.23299 0.34271 0.40951
C -1.24022 -0.43444 1.10738
C -0.63354 -0.93872 -0.14667
C -1.36921 -0.86628 -1.48070
O -1.72961 0.45084 -1.80101
H 3.05384 1.19613 0.50315
H 1.70713 2.09798 -0.22464
H 2.15194 0.50410 -0.86014
H 1.45503 -0.52778 1.36003
H 0.97419 1.08184 1.91968
H -0.94618 -0.92062 2.03865
H -2.24595 -0.01894 1.09520
H 0.07513 -1.76252 -0.04106
H -0.73506 -1.30753 -2.26551
H -2.28624 -1.46596 -1.42717
H -1.14009 1.01293 -1.26680
*
```

These are the Löwdin partial charges, in e, on atoms 1 to 5: number 1, C, carries -0.09; number 2, C, carries -0.27; number 3, N, carries -0.12; number 4, C, carries -0.09; number 5, C, carries -0.25

(6)
Formula: C5H11NO
Source: OMol25
Level of theory: ωB97M-V with the def2-TZVPD basis set

Summary:
**Energy relative to the best compared isomer or geometry (same formula, charge and spin)**: 2.720 eV
**SMILES**: CCCNC(C)=O
**F_max**: 0.04452 hartree/bohr

The geometry in ORCA input format:
```
! wB97M-V def2-TZVPD RIJCOSX def2/J DEFGRID3
* xyz 0 1
C 0.23421 -1.78372 -1.05695
C -0.21473 -1.37207 0.33095
C 0.61782 -0.18261 0.80556
N 1.23676 1.00781 -0.35358
C 0.40287 1.88095 0.33446
C -1.08142 1.59570 0.04497
O 0.79441 2.60167 1.22117
H -0.17365 -2.74897 -1.35927
H -0.08373 -1.03549 -1.79284
H 1.32939 -1.82422 -1.07314
H -1.30587 -1.21538 0.37732
H -0.02610 -2.18235 1.05479
H 0.13497 0.24376 1.71129
H 1.61448 -0.43696 1.08360
H 0.84021 0.81690 -1.28213
H -1.59185 1.29364 0.96709
H -1.25049 0.80676 -0.70834
H -1.47729 2.53460 -0.30494
*
```

These are the Löwdin partial charges, in e, on atoms 1 to 5: number 1, C, carries -0.12; number 2, C, carries -0.27; number 3, C, carries -0.10; number 4, N, carries 0.10; number 5, C, carries -0.64

(7)
Formula: C5H11NO
Source: OMol25
Level of theory: ωB97M-V with the def2-TZVPD basis set

Summary:
**Energy relative to the best compared isomer or geometry (same formula, charge and spin)**: 3.191 eV
**SMILES**: C=C/C(N)=C/C.O
**F_max**: 0.07943 hartree/bohr

The geometry in ORCA input format:
```
! wB97M-V def2-TZVPD RIJCOSX def2/J DEFGRID3
* xyz 0 1
C 1.70470 1.44896 -1.32388
C 0.49924 0.88393 -1.79969
C -0.36007 0.03795 -0.90976
N 0.10787 -1.31381 -0.76491
C -1.32910 0.59308 -0.12030
C -2.06011 -0.13599 0.86710
H 2.23833 0.97660 -0.50293
H 2.41793 2.17410 -1.87643
H 0.11784 1.16803 -2.77347
H -0.54344 -2.01545 -1.36122
H 1.05873 -1.39335 -1.06537
H -1.55948 1.70007 -0.16257
H -2.73214 -0.91213 0.42848
H -2.66909 0.52773 1.49417
H -1.45655 -0.64693 1.59526
O 1.19711 -0.91702 3.05962
H 0.39861 -0.80074 2.56074
H 1.66941 -1.21264 2.25996
*
```

These are the Löwdin partial charges, in e, on atoms 1 to 5: number 1, C, carries 0.02; number 2, C, carries -0.13; number 3, C, carries -0.38; number 4, N, carries 0.05; number 5, C, carries -0.15

(8)
Formula: C5H11NO
Source: OMol25
Level of theory: ωB97M-V with the def2-TZVPD basis set

Summary:
**Energy relative to the best compared isomer or geometry (same formula, charge and spin)**: 4.373 eV
**F_max**: 0.00951 hartree/bohr

The geometry in ORCA input format:
```
! wB97M-V def2-TZVPD RIJCOSX def2/J DEFGRID3
* xyz 0 1
C 0.79702 0.57897 -0.48162
C 0.12188 -1.65005 1.22021
C 2.25600 0.50139 -0.19706
C -2.06378 0.62075 -1.02051
C -1.22910 0.78105 0.21721
O -0.28537 -1.04283 0.02830
N 0.00628 1.28184 0.33922
H 0.51891 0.31708 -1.50267
H -1.82166 0.82347 1.13346
H -0.68917 -2.25963 1.63945
H 0.42440 -0.90832 1.97835
H 0.97210 -2.32251 1.03924
H 2.66027 -0.45423 -0.53430
H 2.45481 0.64239 0.86385
H 2.76791 1.29122 -0.75939
H -2.75005 -0.21786 -0.91082
H -2.65938 1.53540 -1.12559
H -1.48108 0.48186 -1.92735
*
```

These are the Löwdin partial charges, in e, on atoms 1 to 5: number 1, C, carries -0.23; number 2, C, carries -0.20; number 3, C, carries -0.05; number 4, C, carries -0.06; number 5, C, carries -0.17

Among the records above, which one has the lowest F_max? number 5